Density functional theory data (ωB97M-V with the def2-TZVPD basis set) for a molecular structure, C20H36O26S6Si2 in a non-equilibrium geometry.

Positions of all 90 atoms, in Å:
O  0.16010  4.33036  3.44800
C  0.65195  3.67133  2.39590
C  2.22758  3.12767  2.28146
Si  2.54914  1.52724  3.32075
O  1.72679  0.11122  2.61725
Si  2.60154  -0.44235  1.17027
C  -0.28092  3.37082  1.04068
C  0.38230  3.94440  -0.38167
C  -0.37875  3.69304  -1.81262
C  -1.80035  2.86009  -1.76974
C  -2.49255  2.31537  -0.34920
C  -1.71657  2.56648  1.09140
H  2.42840  2.81969  1.14567
H  3.01597  3.97515  2.51428
H  3.99985  1.24517  3.18407
H  2.16634  1.69823  4.72832
H  2.70961  -1.91725  1.12256
H  3.98719  0.05674  1.11691
H  1.83960  -0.07649  -0.05084
H  1.41472  4.51961  -0.38224
H  0.15332  4.08855  -2.78238
H  -2.32692  2.67803  -2.81736
H  -3.52289  1.74205  -0.31870
H  -2.12535  2.19540  2.13646
C  0.52814  7.26120  -4.90194
C  -0.07247  7.46533  -6.29022
O  -0.55062  6.18071  -6.68254
S  -1.04032  5.36949  -5.35493
O  -2.47370  5.52013  -5.23725
O  -0.37951  4.08523  -5.33456
O  -0.33493  6.33394  -4.24581
H  1.52470  6.81250  -4.96573
H  0.58587  8.19470  -4.33579
H  0.65929  7.84062  -7.00956
H  -0.92852  8.14732  -6.25286
C  4.34828  -1.84797  -4.72254
C  2.96008  -1.21441  -4.68736
O  2.59212  -1.19808  -3.31000
S  3.93589  -1.01024  -2.40478
O  4.05892  0.38993  -2.06493
O  3.97427  -2.06571  -1.41943
O  5.02469  -1.34817  -3.57021
H  4.28657  -2.93753  -4.63541
H  4.89828  -1.58697  -5.63064
H  2.23050  -1.77693  -5.27476
H  2.99066  -0.17840  -5.04101
C  -2.31906  -2.25280  -3.53035
C  -2.44493  -2.91198  -2.15945
O  -1.17714  -2.72102  -1.53573
S  -0.54120  -1.30957  -2.04935
O  -0.82990  -0.29727  -1.05787
O  0.78945  -1.56350  -2.55065
O  -1.53846  -1.07773  -3.31805
H  -1.77896  -2.89866  -4.23013
H  -3.29264  -1.99240  -3.95415
H  -2.68404  -3.97581  -2.22918
H  -3.20129  -2.40854  -1.54806
C  -3.65484  -3.09559  2.16725
C  -4.78154  -2.23498  2.73262
O  -5.67730  -2.02973  1.64254
S  -5.64370  -3.34226  0.67480
O  -6.76174  -4.18987  1.02508
O  -5.37924  -2.90677  -0.67680
O  -4.28688  -4.01510  1.27831
H  -2.95007  -2.49097  1.58735
H  -3.11334  -3.63317  2.95023
H  -4.42111  -1.27935  3.12074
H  -5.32529  -2.76594  3.52113
C  -1.79070  0.80849  5.85044
C  -3.21019  1.02808  6.36674
O  -3.95415  -0.09619  5.90275
S  -2.96919  -1.39489  5.84221
O  -3.16115  -2.16356  7.05194
O  -3.05487  -1.97215  4.52091
O  -1.55499  -0.59358  5.96796
H  -1.70951  1.08007  4.79299
H  -1.05030  1.36928  6.42716
H  -3.64805  1.95887  5.99839
H  -3.23666  1.02199  7.46154
C  3.23157  -5.32982  1.23140
C  4.52124  -4.52889  1.38944
O  4.79663  -4.53715  2.78832
S  4.25984  -5.93930  3.42572
O  5.37896  -6.85038  3.51863
O  3.39940  -5.63275  4.54468
O  3.33112  -6.40131  2.16798
H  2.35765  -4.72597  1.49631
H  3.10948  -5.71984  0.21737
H  4.42319  -3.50469  1.02177
H  5.35562  -5.02052  0.87812

The value obtained for the HOMO energy is -8.53 eV.

Results of the Löwdin charge analysis, in e, for atoms 1 through 5: O -0.07; C -0.28; C -0.25; Si 0.55; O -0.52

Density functional theory data (ωB97M-V with the def2-TZVPD basis set) for a molecular structure, C20H37AlClCsF2LiN4O10S in a non-equilibrium geometry.

Positions of all 78 atoms, in Å:
C  8.02369  0.05560  1.07366
O  6.78993  -0.54745  0.52860
C  6.05028  0.48093  -0.20869
C  5.15854  -0.16440  -1.46432
C  3.96670  -1.12336  -0.87749
C  2.48163  -0.47731  -1.04481
C  1.44188  -1.68542  -1.24898
C  -0.11052  -1.24947  -1.14855
C  -0.74534  -1.40151  0.32107
C  -2.11543  -2.23428  0.38665
N  -3.35892  -1.41692  0.22471
C  -3.67528  -0.40394  1.23266
C  -4.96732  0.45766  1.16594
C  -5.99085  0.24931  -0.00082
C  -7.32792  1.13325  -0.08070
C  -7.96258  1.18606  -1.57490
O  -9.02439  1.85945  -1.70602
C  -5.60880  -0.84599  -1.06030
C  -4.27076  -1.64428  -0.87762
H  7.82083  1.17312  1.30740
H  8.32781  -0.47750  2.05749
H  8.84850  -0.03343  0.27386
H  5.34525  1.01500  0.55060
H  6.86187  1.19440  -0.66376
H  5.92121  -0.78927  -2.07171
H  4.78462  0.69950  -2.14845
H  4.05931  -2.12609  -1.43683
H  4.21849  -1.29524  0.24302
H  2.29961  0.11809  -0.07187
H  2.54026  0.25916  -1.91630
H  1.66259  -2.12394  -2.29753
H  1.65753  -2.45410  -0.42614
H  -0.22149  -0.15257  -1.48362
H  -0.68536  -1.92053  -1.87727
H  0.02682  -1.99131  0.95013
H  -0.83908  -0.37622  0.83760
H  -2.17069  -2.68649  1.45418
H  -2.14522  -3.11568  -0.36325
H  -2.96122  -0.25852  2.11163
H  -5.17660  1.22570  1.98904
H  -8.11623  0.86308  0.69946
H  -6.99748  2.21894  0.15640
H  -7.49366  0.67702  -2.48515
H  -6.32670  -1.05344  -1.92282
H  -3.97523  -2.46610  -1.63129
N  2.94653  1.79447  1.92429
O  3.70954  1.69862  2.90986
O  3.41712  1.97138  0.78958
O  1.71945  1.71248  2.08312
Cs  5.34067  2.59709  -0.86489
Cl  -3.54590  -4.31016  1.12808
F  8.21122  -1.39575  3.54388
Al  4.44452  -0.63089  1.74290
C  7.29191  7.61824  0.68747
O  6.26932  8.35299  0.67768
O  8.41840  8.33430  0.91113
O  7.41085  6.38766  0.52875
H  7.92278  9.17536  0.97409
C  -8.33176  2.91779  -5.14159
O  -7.50107  2.17238  -4.64966
N  -9.53489  3.13276  -4.56865
N  -8.12213  3.59221  -6.29842
H  -10.23464  3.74132  -4.95249
H  -9.72428  2.64612  -3.70502
H  -7.23505  3.45654  -6.75441
H  -8.79663  4.20848  -6.71387
F  -5.55823  -5.23789  2.32876
C  2.03354  -5.47956  2.91426
S  0.38620  -4.74807  2.97922
O  0.13931  -4.07906  1.66092
C  0.79708  -3.45746  4.17249
H  2.02085  -6.29588  2.19074
H  2.76357  -4.73033  2.60177
H  2.29751  -5.87324  3.89730
H  1.60300  -2.83162  3.78209
H  1.10033  -3.91535  5.11547
H  -0.08973  -2.84342  4.33864
Li  2.41032  1.96697  4.29160

The value obtained for the HOMO energy is -8.57 eV. As for the net charge: +1.

Results of the Löwdin charge analysis, in e, for atoms 1 through 5: C -0.06; O -0.29; C -0.69; C -0.20; C -0.20

Density functional theory data (ωB97M-V with the def2-TZVPD basis set) for a molecular structure, C20H37BCdF2N3O8S in a non-equilibrium geometry.

Positions of all 73 atoms, in Å:
Cd  0.50108  -3.33711  0.06804
F  -0.72611  -3.85359  -1.49866
F  -3.27614  -2.77208  0.03358
B  0.08710  -1.27991  0.73870
H  0.94240  -1.30973  0.08155
H  0.30260  -1.87810  1.61046
H  -0.14534  -0.24213  0.92102
H  -0.72858  -1.71338  0.18102
S  -1.14113  -5.68035  1.53998
O  -2.26733  -5.67393  0.58712
O  -0.36676  -6.85017  1.19428
O  -0.32317  -4.50055  1.32928
O  -1.62652  -5.66275  2.90410
C  4.24781  -2.43240  -2.00239
C  3.31858  -3.22181  -1.03277
C  3.61505  -3.05315  0.49556
O  2.35299  -3.20215  1.15491
C  2.34259  -3.11307  2.52829
N  1.97787  -2.81777  -1.47564
H  5.28230  -2.69998  -1.78715
H  4.27291  -1.36128  -1.80192
H  4.33436  -2.62422  -3.07189
H  3.33415  -4.25807  -1.37043
H  4.16153  -2.12262  0.64913
H  4.29244  -3.84725  0.80960
H  1.53186  -3.73315  2.91081
H  2.39128  -2.04658  2.74812
H  3.30970  -3.46899  2.88344
H  1.89196  -1.81242  -1.52021
H  1.76494  -3.12845  -2.41279
C  -2.16622  0.81587  3.31402
C  -2.90234  0.82490  2.00921
C  -2.57007  2.08380  1.17165
O  -3.57567  2.06375  0.18083
C  -3.41559  3.17365  -0.80975
N  -2.61420  -0.41503  1.37898
H  -2.44158  -0.02413  3.95175
H  -2.34435  1.66453  3.97442
H  -1.09055  0.75271  3.14953
H  -3.93212  0.93455  2.34926
H  -1.61615  2.04414  0.64576
H  -2.56758  2.95523  1.82641
H  -2.64320  3.07223  -1.57213
H  -3.06610  4.09818  -0.35018
H  -4.42173  3.15244  -1.22848
H  -2.55195  -0.08416  0.42674
H  -1.66416  -0.75291  1.43697
C  1.82957  5.49515  2.96664
C  1.15304  4.53494  3.71702
C  1.13164  3.21079  3.36303
C  1.56528  2.98944  2.06574
C  2.18068  3.94263  1.28729
C  2.39014  5.24448  1.72806
H  2.05693  6.49025  3.31945
H  0.68744  4.83947  4.64270
H  0.57657  2.52095  3.98142
H  1.59145  2.02250  1.58536
H  2.59064  3.78924  0.29997
H  2.90606  5.93578  1.07820
C  -0.50576  1.54810  -2.64222
C  -1.45859  0.56300  -2.69083
C  -2.12424  0.33260  -3.82181
C  -1.92384  1.03895  -5.00026
C  -0.93094  1.99583  -5.02769
C  -0.19691  2.21415  -3.82406
N  -2.73809  0.69364  -6.18974
O  -3.61099  -0.18781  -6.06897
O  -2.47636  1.30527  -7.24336
H  -0.14058  1.84152  -1.66911
H  -1.86306  0.01041  -1.85569
H  -2.85459  -0.45615  -3.71747
H  -0.51624  2.51100  -5.88151
H  0.60990  2.91126  -3.65229

The value obtained for the HOMO energy is 3.09 eV. As for the net charge: -3.

Results of the Löwdin charge analysis, in e, for atoms 1 through 5: Cd 1.34; F -0.68; F -0.71; B -0.53; H -0.08

E_LUMO across the listed records, respectively: -0.010; -0.283; 0.185 hartree.